A single C6H13N molecule in a non-equilibrium geometry, computed with ωB97M-V/def2-TZVPD.

Results
LUMO energy: 1.13 eV
Frontier orbital gap: 8.466 eV
ΔE to the lowest compared entry with this formula, charge and spin: 15.88 kcal/mol
SMILES: CC/C=C/NCC

Element x y z (Å)
C 0.408 3.175 -1.674
C 0.607 1.672 -1.896
C -0.104 0.876 -0.851
C 0.314 -0.244 -0.258
N -0.360 -0.903 0.745
C 0.138 -2.158 1.315
C -0.885 -2.711 2.265
H 1.067 3.743 -2.331
H 0.628 3.406 -0.628
H -0.628 3.457 -1.858
H 0.230 1.432 -2.899
H 1.683 1.487 -1.934
H -1.099 1.239 -0.600
H 1.235 -0.740 -0.548
H -1.126 -0.447 1.211
H 1.039 -1.886 1.881
H 0.428 -2.795 0.479
H -1.021 -2.074 3.147
H -1.880 -2.798 1.829
H -0.673 -3.732 2.604